P) {"formula": "C6H14O2", "method": "ωB97M-V/def2-TZVPD", "smiles": "C=C/C=C/CC.O.O", "gap_ev": 9.3, "symbols": ["O", "O", "C", "C", "C", "C", "C", "C", "H", "H", "H", "H", "H", "H", "H", "H", "H", "H", "H", "H", "H", "H"], "positions_angstrom": [[0.901, 4.286, -2.388], [1.483, -3.045, 2.052], [0.211, 1.034, 1.191], [0.281, -0.097, 0.019], [0.314, 2.402, 0.652], [-1.929, -2.799, -0.964], [-0.750, -2.188, -1.007], [-0.535, -1.164, 0.003], [-2.115, -3.570, -1.716], [-0.009, -2.328, -1.886], [-1.111, -1.263, 1.024], [-2.767, -2.420, -0.510], [1.237, 2.968, 1.020], [0.864, 0.733, 1.965], [-0.040, 4.502, -2.464], [0.322, 2.614, -0.472], [-0.497, 3.010, 0.971], [0.980, -3.780, 1.725], [0.886, 0.170, -0.895], [0.606, 3.330, -2.478], [2.347, -3.343, 2.271], [-0.680, 0.946, 1.887]]}

Q) {"formula": "C6H14O2", "method": "ωB97M-V/def2-TZVPD", "gap_ev": 7.8, "symbols": ["O", "O", "C", "C", "C", "C", "C", "C", "H", "H", "H", "H", "H", "H", "H", "H", "H", "H", "H", "H", "H", "H"], "positions_angstrom": [[1.491, 0.483, 1.334], [-2.054, 1.004, -1.674], [-2.104, 0.379, -0.435], [2.552, 0.928, 0.570], [-0.543, -1.668, 1.003], [-0.250, -0.517, 0.091], [-0.313, 0.793, 0.573], [0.397, -0.824, -1.223], [-0.015, 1.620, -0.062], [3.185, 0.099, 0.194], [1.452, -1.047, -1.042], [3.226, 1.594, 1.138], [-1.859, 1.942, -1.557], [-2.497, -0.625, -0.568], [0.411, -2.038, 1.385], [-2.698, 0.904, 0.315], [-0.057, -1.700, -1.692], [0.342, 0.022, -1.906], [2.242, 1.511, -0.327], [-1.146, -1.366, 1.860], [-0.723, 0.991, 1.552], [-1.038, -2.485, 0.471]]}

R) {"formula": "C6H14O2", "method": "ωB97M-V/def2-TZVPD", "smiles": "C=C/C(C)=C/C.O.O", "gap_ev": 9.4, "symbols": ["O", "O", "C", "C", "C", "C", "C", "C", "H", "H", "H", "H", "H", "H", "H", "H", "H", "H", "H", "H", "H", "H"], "positions_angstrom": [[-3.527, 4.277, 1.338], [-4.912, 0.275, -0.145], [0.823, -0.734, 0.437], [1.789, -1.225, -0.296], [0.867, -1.027, -2.611], [1.459, -1.690, -1.630], [3.223, -1.075, -0.219], [1.149, -0.377, 1.823], [-4.310, 0.993, -0.224], [0.196, -0.001, 2.366], [3.533, -0.960, 0.716], [-5.771, 0.623, 0.123], [1.922, 0.447, 1.888], [-3.886, 4.196, 2.234], [3.532, -0.386, -0.974], [3.795, -2.011, -0.586], [0.520, -1.424, -3.542], [0.733, 0.088, -2.387], [1.632, -2.782, -1.656], [-4.088, 4.750, 0.823], [1.525, -1.225, 2.456], [-0.206, -0.733, 0.069]]}

Name the most stable of them. R).